Version 1
{
  "formula": "C6H12N3O2",
  "method": "the ωB97M-V functional and the def2-TZVPD basis",
  "spin_multiplicity": 1,
  "charge": 1,
  "lumo_ev": -2.95,
  "elements": ["C", "C", "C", "C", "C", "C", "N", "N", "N", "O", "O", "H", "H", "H", "H", "H", "H", "H", "H", "H", "H", "H", "H"],
  "xyz": [[0.75, 0.59, -1.42], [3.94, -1.44, 0.69], [-1.21, -1.19, 1.26], [-1.25, 0.22, 1.79], [-0.84, -1.07, -0.23], [-0.12, 0.89, 1.00], [0.80, -0.33, -2.37], [1.65, 1.57, -1.38], [-0.09, 0.23, -0.28], [3.06, -0.72, 0.39], [4.80, -2.12, 1.02], [-0.36, -1.71, 1.77], [-2.12, -1.75, 1.29], [-2.12, 0.65, 1.43], [-1.16, 0.28, 2.78], [-0.18, -1.80, -0.68], [-1.78, -0.92, -0.80], [-0.26, 1.97, 0.99], [0.90, 0.85, 1.50], [1.67, -0.37, -2.91], [-0.11, -0.79, -2.52], [2.01, 1.93, -2.20], [1.62, 2.30, -0.62]]
}

Version 2
{
  "formula": "C6H12N3O2",
  "method": "the ωB97M-V functional and the def2-TZVPD basis",
  "spin_multiplicity": 1,
  "charge": 1,
  "lumo_ev": -3.18,
  "smiles": "CO/C=N/C=C\\C(=N\\[NH3+])OC",
  "elements": ["C", "O", "C", "N", "C", "C", "C", "N", "N", "O", "C", "H", "H", "H", "H", "H", "H", "H", "H", "H", "H", "H", "H"],
  "xyz": [[0.74, -1.24, -3.39], [1.95, -0.69, -2.98], [2.26, -0.45, -1.76], [1.53, -0.84, -0.83], [1.53, -0.91, 0.49], [0.58, -0.37, 1.30], [-0.42, 0.49, 1.00], [-0.80, 0.68, -0.21], [-2.20, 1.26, -0.33], [-1.18, 1.10, 1.98], [-0.88, 0.89, 3.34], [0.03, -0.96, -2.56], [0.68, -2.29, -3.48], [0.52, -0.83, -4.38], [3.22, 0.12, -1.66], [2.05, -1.70, 0.94], [0.66, -0.58, 2.35], [-2.61, 0.39, -0.70], [-2.44, 1.98, -1.09], [-2.46, 1.54, 0.70], [-0.03, 1.36, 3.67], [-0.91, -0.14, 3.77], [-1.82, 1.20, 3.84]]
}

What is the stability order? It is version 1, version 2, from most stable to least stable.

Version 1
{
  "formula": "C5H9NO",
  "method": "the ωB97M-V functional and the def2-TZVPD basis",
  "spin_multiplicity": 2,
  "charge": 1,
  "lumo_ev": [-7.15, -7.15],
  "elements": ["C", "C", "C", "C", "C", "N", "O", "H", "H", "H", "H", "H", "H", "H", "H", "H"],
  "xyz": [[-0.02, -1.16, 0.37], [-1.32, -0.39, -0.26], [-1.04, 0.90, -0.92], [-2.43, 1.12, -0.84], [1.37, -0.47, 0.54], [1.23, 0.90, 0.84], [2.43, -0.91, 0.20], [-0.32, -1.59, 1.40], [0.31, -1.90, -0.27], [-1.85, -0.49, 0.70], [-1.67, -1.06, -1.03], [-0.29, 0.96, -1.76], [-3.20, 0.51, -1.37], [-2.78, 1.64, -0.09], [0.29, 1.37, 0.67], [2.11, 1.47, 0.97]]
}

Version 2
{
  "formula": "C5H9NO",
  "method": "the ωB97M-V functional and the def2-TZVPD basis",
  "spin_multiplicity": 2,
  "charge": 1,
  "lumo_ev": [-4.31, -8.00],
  "elements": ["O", "C", "C", "C", "C", "C", "N", "H", "H", "H", "H", "H", "H", "H", "H", "H"],
  "xyz": [[0.03, -1.96, 2.60], [-0.34, -1.21, 1.68], [0.56, -0.06, 1.42], [0.88, -0.12, -0.07], [-0.16, 0.48, -0.98], [-0.76, 1.69, -0.70], [-0.59, -0.36, -2.05], [-1.35, -1.15, 1.19], [0.01, 0.83, 1.90], [1.60, -0.40, 1.86], [1.95, 0.18, -0.36], [1.24, -1.24, -0.28], [-1.49, 2.28, -1.34], [-0.52, 2.12, 0.33], [-1.09, 0.00, -2.88], [0.03, -1.09, -2.33]]
}

What is the stability order? It is version 2, version 1, from most stable to least stable.

Version 1
{
  "formula": "C5H20N2O5",
  "method": "the ωB97M-V functional and the def2-TZVPD basis",
  "spin_multiplicity": 1,
  "charge": 0,
  "lumo_ev": 0.53,
  "smiles": "NC(N)=O.CO.CO.CO.CO",
  "elements": ["N", "C", "N", "O", "H", "H", "H", "H", "C", "O", "H", "H", "H", "H", "C", "O", "H", "H", "H", "H", "C", "O", "H", "H", "H", "H", "C", "O", "H", "H", "H", "H"],
  "xyz": [[2.17, 1.15, -0.38], [2.35, 0.82, -1.68], [3.48, 0.09, -1.92], [1.73, 1.30, -2.63], [2.95, 1.12, 0.24], [1.39, 1.78, -0.14], [3.64, 0.03, -2.91], [4.16, -0.29, -1.30], [-1.19, 2.69, 0.03], [0.19, 2.94, 0.20], [-1.59, 1.91, 0.68], [-1.78, 3.59, 0.25], [-1.45, 2.54, -1.03], [0.42, 3.69, -0.36], [0.23, -0.73, 1.95], [-0.81, -1.26, 1.09], [1.05, -0.43, 1.28], [-0.03, 0.15, 2.53], [0.60, -1.57, 2.54], [-0.72, -2.20, 1.26], [0.97, -2.01, -3.01], [0.79, -2.39, -1.62], [1.13, -2.90, -3.62], [0.11, -1.43, -3.32], [1.93, -1.50, -3.03], [0.60, -1.59, -1.12], [-3.77, -0.73, 3.00], [-4.13, -1.58, 1.89], [-3.03, -1.17, 3.67], [-3.35, 0.18, 2.57], [-4.73, -0.54, 3.48], [-3.30, -1.68, 1.40]]
}

Version 2
{
  "formula": "C5H20N2O5",
  "method": "the ωB97M-V functional and the def2-TZVPD basis",
  "spin_multiplicity": 1,
  "charge": 0,
  "lumo_ev": 0.47,
  "smiles": "CCN(C)CC(N)=O.O.O.O.O",
  "elements": ["C", "C", "N", "C", "C", "C", "N", "O", "H", "H", "H", "H", "H", "H", "H", "H", "H", "H", "H", "H", "O", "H", "H", "O", "H", "H", "O", "H", "H", "O", "H", "H"],
  "xyz": [[-0.50, -0.21, 2.78], [0.73, -0.70, 1.98], [0.30, -1.31, 0.71], [1.09, -2.54, 0.43], [0.35, -0.38, -0.39], [-0.99, 0.03, -0.93], [-2.11, -0.47, -0.38], [-1.06, 0.78, -1.91], [-1.28, -0.91, 2.55], [-0.77, 0.80, 2.48], [-0.34, -0.33, 3.86], [1.45, 0.10, 1.82], [1.28, -1.43, 2.58], [2.13, -2.35, 0.60], [0.68, -3.36, 1.03], [0.84, -2.82, -0.60], [0.94, -0.65, -1.27], [0.86, 0.57, -0.16], [-3.00, -0.21, -0.74], [-2.10, -0.94, 0.52], [0.80, 2.93, -0.83], [0.10, 2.52, -1.35], [1.33, 3.61, -1.25], [-1.40, -1.47, -4.04], [-1.75, -0.71, -4.55], [-1.55, -1.10, -3.16], [3.46, -0.35, 0.11], [3.24, 0.15, -0.69], [4.09, 0.20, 0.58], [-2.31, 3.92, 0.00], [-2.00, 3.47, 0.80], [-2.51, 3.16, -0.56]]
}

What is the stability order? It is version 2, version 1, from most stable to least stable.

Version 1
{
  "formula": "C5H8NO",
  "method": "the ωB97M-V functional and the def2-TZVPD basis",
  "spin_multiplicity": 1,
  "charge": -1,
  "lumo_ev": 4.28,
  "elements": ["C", "C", "C", "C", "C", "N", "O", "H", "H", "H", "H", "H", "H", "H", "H"],
  "xyz": [[0.17, 1.00, 0.28], [1.38, 0.32, 0.46], [-0.68, 0.57, -0.93], [-1.24, -0.73, -0.38], [-2.31, -0.74, 0.41], [1.99, -0.40, -0.46], [3.36, -0.74, -0.04], [-0.33, 1.45, 1.08], [1.97, 0.49, 1.37], [-1.55, 1.24, -1.00], [-0.09, 0.53, -1.98], [-0.70, -1.61, -0.57], [3.75, 0.14, 0.28], [-2.74, -1.58, 1.01], [-2.98, 0.05, 0.48]]
}

Version 2
{
  "formula": "C5H8NO",
  "method": "the ωB97M-V functional and the def2-TZVPD basis",
  "spin_multiplicity": 1,
  "charge": -1,
  "lumo_ev": 4.23,
  "elements": ["C", "C", "C", "C", "C", "N", "O", "H", "H", "H", "H", "H", "H", "H", "H"],
  "xyz": [[0.24, 1.66, -0.16], [0.63, 0.60, -0.87], [-0.91, 1.42, 0.70], [0.02, -0.73, -0.46], [1.07, -1.63, 0.23], [-1.11, -0.41, 0.44], [-2.27, -0.63, -0.22], [0.40, 2.66, -0.46], [1.39, 0.70, -1.64], [-0.79, 1.41, 1.82], [-1.84, 1.81, 0.30], [-0.58, -1.32, -1.23], [0.54, -2.65, 0.48], [1.21, -0.98, 1.21], [1.98, -1.91, -0.15]]
}

What is the stability order? It is version 1, version 2, from most stable to least stable.

Version 1
{
  "formula": "C4H3I",
  "method": "the ωB97M-V functional and the def2-TZVPD basis",
  "spin_multiplicity": 3,
  "charge": 0,
  "lumo_ev": [0.46, -2.30],
  "elements": ["C", "C", "C", "C", "I", "H", "H", "H"],
  "xyz": [[1.73, 0.96, -0.18], [0.71, 0.49, 0.23], [-0.56, 0.21, 0.44], [-1.61, -0.68, 0.81], [-3.25, -0.06, -0.10], [2.58, 1.49, -0.60], [-1.17, 1.12, 0.18], [-1.34, -1.71, 1.05]]
}

Version 2
{
  "formula": "C4H3I",
  "method": "the ωB97M-V functional and the def2-TZVPD basis",
  "spin_multiplicity": 3,
  "charge": 0,
  "lumo_ev": [0.57, -1.25],
  "elements": ["C", "C", "C", "C", "I", "H", "H", "H"],
  "xyz": [[-1.13, 0.06, 0.00], [-0.22, 1.02, 0.00], [-0.04, -1.03, 0.00], [0.88, -0.07, 0.00], [2.95, 0.01, 0.00], [-2.20, 0.02, 0.00], [-0.20, 2.09, 0.00], [-0.04, -2.10, 0.00]]
}

What is the stability order? It is version 2, version 1, from most stable to least stable.

Version 1
{
  "formula": "C3H11NO2",
  "method": "the ωB97M-V functional and the def2-TZVPD basis",
  "spin_multiplicity": 2,
  "charge": 1,
  "lumo_ev": [-7.23, -9.20],
  "elements": ["C", "C", "C", "N", "H", "H", "H", "H", "H", "H", "H", "H", "H", "O", "H", "H", "O"],
  "xyz": [[0.91, 0.77, 1.51], [1.22, 0.70, -0.02], [1.27, -0.42, -1.63], [0.25, 0.09, -1.00], [0.09, 1.36, 1.97], [1.89, 0.92, 1.98], [0.74, -0.27, 1.78], [1.43, 1.71, -0.42], [2.29, 0.38, 0.10], [1.52, -0.26, -2.70], [2.01, -1.17, -1.27], [-1.39, 0.85, -0.08], [-2.49, 0.22, 0.78], [-2.05, 1.08, 0.61], [-0.76, -1.10, -0.21], [-1.08, -2.59, -0.50], [-1.25, -1.94, 0.19]]
}

Version 2
{
  "formula": "C3H11NO2",
  "method": "the ωB97M-V functional and the def2-TZVPD basis",
  "spin_multiplicity": 2,
  "charge": 1,
  "lumo_ev": [-3.93, -9.15],
  "elements": ["C", "C", "C", "O", "N", "H", "H", "H", "H", "H", "H", "H", "H", "H", "H", "H", "O"],
  "xyz": [[1.08, -1.06, 1.68], [0.66, -0.91, 0.18], [-0.23, 0.30, 0.11], [-0.47, 0.80, -1.20], [1.54, -2.40, 1.98], [1.93, -0.39, 1.87], [0.22, -0.87, 2.33], [1.60, -0.65, -0.33], [0.32, -1.85, -0.23], [-1.24, 0.04, 0.43], [0.10, 1.17, 0.69], [0.22, 0.60, -1.82], [2.21, -2.86, 1.36], [1.77, -2.58, 2.97], [-2.33, 3.52, -2.92], [-1.49, 2.49, -2.12], [-2.39, 2.76, -2.33]]
}

What is the stability order? It is version 2, version 1, from most stable to least stable.

Version 1
{
  "formula": "C14H20N2O4S",
  "method": "the ωB97M-V functional and the def2-TZVPD basis",
  "spin_multiplicity": 1,
  "charge": 0,
  "lumo_ev": 0.57,
  "elements": ["C", "H", "O", "C", "C", "C", "C", "C", "C", "H", "H", "N", "S", "O", "O", "C", "H", "H", "H", "C", "H", "C", "O", "N", "C", "C", "H", "C", "C", "H", "H", "H", "H", "H", "H", "H", "H", "H", "H", "H", "H"],
  "xyz": [[5.77, -2.40, 0.78], [5.62, -2.95, -0.23], [5.04, -1.17, 0.50], [3.86, -1.06, 0.20], [3.13, -2.07, -0.08], [1.81, -1.99, -0.17], [1.32, -0.69, -0.21], [2.04, 0.30, -0.34], [3.39, 0.10, -0.01], [4.00, 1.07, 0.19], [1.58, 1.14, -0.26], [-0.13, -0.79, -0.80], [-1.20, -1.41, 0.04], [-1.24, -2.99, -0.20], [-2.53, -0.94, -0.15], [-0.72, -1.45, 2.03], [0.20, -1.82, 2.05], [-1.52, -1.90, 2.55], [-0.84, -0.45, 2.08], [-0.73, 0.55, -1.09], [-1.54, 0.29, -1.91], [-1.13, 1.38, 0.10], [-0.77, 1.30, 1.12], [-2.05, 2.38, -0.20], [-2.84, 2.43, -1.87], [-3.70, 3.88, -1.45], [-4.41, 4.02, -2.08], [-4.05, 3.68, 0.03], [-2.55, 3.30, 0.77], [-2.77, 2.78, 1.64], [-2.01, 4.03, 0.81], [-4.19, 4.75, 0.33], [-4.78, 3.06, 0.25], [-2.94, 4.84, -1.69], [-1.99, 2.75, -2.47], [-3.55, 1.58, -1.79], [0.00, 1.08, -2.01], [1.05, -2.88, -0.08], [3.42, -3.27, 0.23], [5.40, -3.15, 1.65], [6.83, -2.12, 1.07]]
}

Version 2
{
  "formula": "C14H20N2O4S",
  "method": "the ωB97M-V functional and the def2-TZVPD basis",
  "spin_multiplicity": 1,
  "charge": 0,
  "lumo_ev": 0.55,
  "smiles": "Cc1ccc(S(=O)(=O)N2CCC(=O)N(CCO)CC2)cc1",
  "elements": ["C", "C", "C", "C", "C", "S", "O", "O", "N", "C", "C", "C", "O", "N", "C", "C", "O", "C", "C", "C", "C", "H", "H", "H", "H", "H", "H", "H", "H", "H", "H", "H", "H", "H", "H", "H", "H", "H", "H", "H", "H"],
  "xyz": [[-4.41, -3.55, -0.30], [-3.75, -2.22, -0.12], [-3.23, -1.85, 1.12], [-2.60, -0.64, 1.29], [-2.48, 0.22, 0.22], [-1.57, 1.75, 0.41], [-1.98, 2.68, -0.59], [-1.59, 2.14, 1.78], [0.01, 1.32, 0.05], [0.26, 0.99, -1.33], [1.71, 1.23, -1.74], [2.63, 0.09, -1.35], [3.17, -0.60, -2.20], [2.80, -0.14, -0.03], [3.65, -1.24, 0.38], [5.06, -0.76, 0.74], [5.89, -1.83, 1.13], [2.18, 0.66, 1.01], [0.65, 0.49, 1.04], [-2.99, -0.11, -1.02], [-3.62, -1.33, -1.19], [-5.07, -3.54, -1.16], [-4.99, -3.81, 0.58], [-3.66, -4.32, -0.45], [-3.33, -2.53, 1.96], [-2.21, -0.33, 2.25], [-0.40, 1.65, -1.91], [-0.01, -0.06, -1.55], [2.05, 2.17, -1.30], [1.76, 1.32, -2.83], [3.20, -1.76, 1.23], [3.71, -1.93, -0.47], [5.03, -0.09, 1.60], [5.49, -0.22, -0.11], [6.00, -2.43, 0.38], [2.59, 0.34, 1.96], [2.41, 1.72, 0.87], [0.27, 0.83, 2.00], [0.40, -0.57, 0.90], [-2.90, 0.59, -1.84], [-4.03, -1.60, -2.15]]
}

What is the stability order? It is version 2, version 1, from most stable to least stable.

Version 1
{
  "formula": "C8H13NOS2",
  "method": "the ωB97M-V functional and the def2-TZVPD basis",
  "spin_multiplicity": 1,
  "charge": 0,
  "lumo_ev": -1.12,
  "elements": ["C", "C", "C", "C", "C", "C", "C", "C", "N", "O", "S", "S", "H", "H", "H", "H", "H", "H", "H", "H", "H", "H", "H", "H", "H"],
  "xyz": [[2.63, -0.63, -0.12], [3.03, 1.01, -0.03], [0.29, -0.06, -0.37], [0.33, 0.44, -1.81], [-1.75, -1.37, -0.19], [-1.85, 1.19, 0.06], [-0.81, -0.15, 1.89], [-1.04, -0.03, 0.31], [1.30, -0.92, 0.00], [4.17, 1.31, -0.19], [3.84, -1.70, -0.20], [1.69, 1.92, 0.40], [1.37, 0.71, -2.15], [-0.15, 1.46, -1.85], [-0.19, -0.24, -2.44], [-2.70, -1.48, 0.35], [-1.03, -2.30, 0.16], [-2.01, -1.22, -1.29], [-2.23, 1.45, 1.07], [-1.20, 2.04, -0.33], [-2.69, 0.81, -0.63], [-1.00, -1.21, 2.18], [-1.38, 0.48, 2.59], [0.26, 0.12, 2.01], [1.13, -1.63, 0.60]]
}

Version 2
{
  "formula": "C8H13NOS2",
  "method": "the ωB97M-V functional and the def2-TZVPD basis",
  "spin_multiplicity": 1,
  "charge": 0,
  "lumo_ev": [0.34, 0.32],
  "elements": ["C", "C", "C", "C", "C", "C", "C", "C", "N", "O", "S", "S", "H", "H", "H", "H", "H", "H", "H", "H", "H", "H", "H", "H", "H"],
  "xyz": [[-1.55, -0.90, -0.14], [-0.80, -0.26, -1.17], [-2.42, 0.07, 0.34], [-1.38, -2.31, 0.25], [0.21, -1.00, -2.03], [-0.47, 0.59, 2.74], [2.44, 2.28, -0.87], [1.61, 0.41, 1.01], [-1.05, 1.03, -1.18], [-2.08, 1.26, -0.28], [0.47, 1.44, 1.66], [2.94, 0.76, -0.04], [-0.31, -2.45, 0.19], [-1.88, -2.44, 1.17], [-1.90, -2.86, -0.57], [-0.22, -1.47, -2.85], [1.09, -0.33, -2.29], [0.67, -1.84, -1.52], [-0.23, -0.46, 3.07], [-3.24, 0.06, 1.03], [-0.92, 1.28, 3.36], [1.64, 2.05, -1.45], [3.36, 2.45, -1.58], [2.28, 3.17, -0.29], [1.74, -0.52, 1.45]]
}

What is the stability order? It is version 1, version 2, from most stable to least stable.